Model 1:
DFT (ωB97M-V/def2-TZVPD) results for a 2-piece molecular cluster, C6H15NO overall.

The HOMO energy (alpha / beta) comes out at 1.13 / -5.45 eV. Its total charge is -1. The value obtained for the HOMO-LUMO gap (alpha / beta) is 2.77 / 9.17 eV. Its spin multiplicity is 2. The LUMO energy (alpha / beta) comes out at 0.1433 / 0.1366 Ha. As for the expectation value of S²: 0.750.

Bonds (Å) are listed after each position.
Geometry (Å):
1 C 0.17 1.01 1.14  N2 1.464, C7 1.514, H8 1.103, H9 1.099
2 N -0.33 -0.37 1.03  C1 1.464, C3 1.504, C5 1.479
3 C 0.49 -1.12 0.02  N2 1.504, C4 1.503, H10 1.075, H11 1.091
4 C 1.55 -1.89 0.75  C3 1.503, H12 1.095, H13 1.101, H14 1.088
5 C -1.73 -0.19 0.59  N2 1.479, C6 1.526, H15 1.094, H16 1.090
6 C -1.74 1.01 -0.34  C5 1.526, C7 1.547, H17 1.095, H18 1.107
7 C -0.60 1.91 0.19  C1 1.514, C6 1.547, H19 1.090, H20 1.096
8 H 0.12 1.27 2.21  C1 1.103
9 H 1.26 1.15 1.08  C1 1.099
10 H 0.74 -0.35 -0.69  C3 1.075
11 H -0.20 -1.84 -0.41  C3 1.091
12 H 1.08 -2.49 1.54  C4 1.095
13 H 2.14 -1.24 1.42  C4 1.101
14 H 2.26 -2.50 0.20  C4 1.088
15 H -2.36 0.07 1.45  C5 1.094
16 H -2.00 -1.15 0.14  C5 1.090
17 H -2.63 1.56 -0.67  C6 1.095
18 H -1.55 0.67 -1.38  C6 1.107
19 H -0.99 2.83 0.61  C7 1.090
20 H -0.04 2.19 -0.71  C7 1.096
21 H 1.18 -0.50 -3.35  O23 0.979
22 H 1.31 0.03 -2.00  O23 0.975
23 O 1.86 -0.06 -2.80  H21 0.979, H22 0.975

***

Model 2:
DFT (ωB97M-V/def2-TZVPD) results for a 2-piece molecular cluster, C6H15NO overall.

The HOMO energy (alpha / beta) comes out at 1.08 / -4.86 eV. Its total charge is -1. The value obtained for the HOMO-LUMO gap (alpha / beta) is 2.64 / 8.36 eV. Its spin multiplicity is 2. The LUMO energy (alpha / beta) comes out at 0.1369 / 0.1288 Ha. As for the expectation value of S²: 0.751.

Bonds (Å) are listed after each position.
Geometry (Å):
1 C -2.19 1.11 -0.12  C2 1.518, H8 1.087, H9 1.080, H10 1.086
2 C -1.49 0.05 -0.95  C1 1.518, C3 1.540, H11 1.054, H12 1.095
3 C -0.11 0.49 -1.49  C2 1.540, C4 1.491, H13 1.092, H14 1.097
4 C 0.89 0.74 -0.42  C3 1.491, C5 1.334, N7 1.396
5 C 1.32 1.95 -0.08  C4 1.334, H15 1.084, H16 1.086
6 C 1.44 -1.68 -0.21  N7 1.451, H17 1.081, H18 1.095, H19 1.099
7 N 1.18 -0.38 0.37  C4 1.396, C6 1.451, H20 0.996
8 H -1.90 1.17 0.92  C1 1.087
9 H -2.03 2.11 -0.50  C1 1.080
10 H -3.26 0.90 -0.14  C1 1.086
11 H -1.40 -0.87 -0.43  C2 1.054
12 H -2.10 -0.16 -1.83  C2 1.095
13 H -0.29 1.38 -2.10  C3 1.092
14 H 0.23 -0.26 -2.21  C3 1.097
15 H 2.01 2.16 0.74  C5 1.084
16 H 1.03 2.84 -0.63  C5 1.086
17 H 0.51 -2.19 -0.41  C6 1.081
18 H 1.99 -2.31 0.50  C6 1.095
19 H 2.03 -1.71 -1.14  C6 1.099
20 H 1.89 -0.13 1.03  N7 0.996
21 H -0.26 -1.32 2.46  O23 0.963
22 H 0.63 -2.24 3.29  O23 0.969
23 O -0.13 -1.64 3.36  H21 0.963, H22 0.969

***

Model 3:
DFT (ωB97M-V/def2-TZVPD) results for a 2-piece molecular cluster, C6H15NO overall.

The HOMO energy (alpha / beta) comes out at 1.11 / -4.19 eV. Its total charge is -1. The value obtained for the HOMO-LUMO gap (alpha / beta) is 2.91 / 8.02 eV. Its spin multiplicity is 2. The LUMO energy (alpha / beta) comes out at 0.1480 / 0.1407 Ha. As for the expectation value of S²: 0.751.

Bonds (Å) are listed after each position.
Geometry (Å):
1 C -0.69 1.08 -2.14  C2 1.540, H8 1.115, H9 1.076, H10 1.106
2 C 0.43 0.33 -1.40  C1 1.540, C5 1.504, H11 1.096, H12 1.101
3 N -1.03 -1.58 0.33  C4 1.410, H13 1.087, H14 0.965
4 C -0.43 -0.43 0.89  N3 1.410, C5 1.355, C7 1.446
5 C 0.27 0.41 0.10  C2 1.504, C4 1.355, C6 1.516
6 C 0.88 1.58 0.85  C5 1.516, H15 1.099, H16 1.107, H17 1.128
7 C -0.76 -0.19 2.27  C4 1.446, H18 1.152, H19 1.132, H20 1.135
8 H -1.60 0.55 -2.50  C1 1.115
9 H -0.31 1.59 -3.00  C1 1.076
10 H -1.12 1.79 -1.40  C1 1.106
11 H 0.35 -0.68 -1.82  C2 1.096
12 H 1.40 0.68 -1.80  C2 1.101
13 H -1.54 -1.37 -0.60  N3 1.087
14 H -1.57 -2.12 0.93  N3 0.965
15 H 1.76 1.14 1.33  C6 1.099
16 H 1.20 2.38 0.15  C6 1.107
17 H 0.21 2.00 1.65  C6 1.128
18 H -1.88 -0.31 2.51  C7 1.152
19 H -0.20 -0.88 2.97  C7 1.132
20 H -0.56 0.92 2.47  C7 1.135
21 H 1.04 -2.68 -0.51  O23 0.961
22 H 2.16 -1.62 -0.60  O23 0.987
23 O 1.98 -2.59 -0.68  H21 0.961, H22 0.987

***

Most stable one: model 2, least stable one: model 1.

***

Model 1:
DFT (ωB97M-V/def2-TZVPD) results for a 12-piece molecular cluster, C5H34N2O12 overall.

The HOMO energy comes out at -9.05 eV. The value obtained for the HOMO-LUMO gap is 9.15 eV. Its SMILES is CCCC(=O)NCN.O.O.O.O.O.O.O.O.O.O.O. The LUMO energy comes out at 0.0036 Ha.

Bonds (Å) are listed after each position.
Geometry (Å):
1 C 1.71 2.89 -1.54  C2 1.506, H9 1.102, H10 1.071, H11 1.114
2 C 0.98 3.60 -0.43  C1 1.506, C3 1.552, H12 1.101, H13 1.073
3 C -0.17 2.77 0.22  C2 1.552, C4 1.519, H14 1.093, H15 1.098
4 C -0.54 1.52 -0.55  C3 1.519, O5 1.243, N6 1.341
5 O -1.53 1.46 -1.29  C4 1.243
6 N 0.08 0.34 -0.39  C4 1.341, C7 1.506, H16 1.014
7 C -0.44 -0.92 -1.04  N6 1.506, N8 1.445, H17 1.068, H18 1.103
8 N 0.70 -1.81 -1.07  C7 1.445, H19 1.005, H20 1.033
9 H 2.47 3.59 -1.91  C1 1.102
10 H 2.00 1.88 -1.34  C1 1.071
11 H 1.13 2.78 -2.48  C1 1.114
12 H 0.47 4.49 -0.83  C2 1.101
13 H 1.65 3.86 0.36  C2 1.073
14 H -1.06 3.39 0.31  C3 1.093
15 H 0.24 2.39 1.17  C3 1.098
16 H 0.93 0.17 0.14  N6 1.014
17 H -1.17 -1.37 -0.40  C7 1.068
18 H -0.80 -0.58 -2.02  C7 1.103
19 H 1.00 -2.28 -1.91  N8 1.005
20 H 0.98 -2.41 -0.27  N8 1.033
21 O -4.17 -1.63 1.55  H22 0.964, H23 0.975
22 H -4.56 -2.49 1.71  O21 0.964
23 H -3.36 -1.66 2.09  O21 0.975
24 O -1.73 -2.45 2.63  H25 0.975, H26 0.953
25 H -1.61 -1.93 3.45  O24 0.975
26 H -0.99 -2.42 2.03  O24 0.953
27 O 2.51 0.02 1.94  H28 0.969, H29 0.987
28 H 3.37 0.25 1.55  O27 0.969
29 H 2.09 0.90 2.11  O27 0.987
30 O 1.52 -3.08 1.22  H31 0.959, H32 0.970
31 H 2.16 -2.73 1.85  O30 0.959
32 H 1.91 -3.78 0.67  O30 0.970
33 O 3.90 -1.36 -1.39  H34 0.963, H35 0.963
34 H 2.97 -1.19 -1.18  O33 0.963
35 H 3.89 -2.00 -2.10  O33 0.963
36 O -1.06 0.45 -4.21  H37 0.967, H38 0.961
37 H -0.78 0.95 -3.43  O36 0.967
38 H -1.52 1.12 -4.73  O36 0.961
39 O -0.34 -0.17 3.51  H40 0.961, H41 0.979
40 H 0.31 -0.77 3.13  O39 0.961
41 H -0.41 0.59 2.90  O39 0.979
42 O 0.15 -3.64 -3.78  H43 0.967, H44 0.962
43 H -0.82 -3.61 -3.72  O42 0.967
44 H 0.31 -2.85 -4.30  O42 0.962
45 O 1.47 2.20 3.28  H46 0.960, H47 0.955
46 H 0.95 1.40 3.26  O45 0.960
47 H 1.95 2.30 4.10  O45 0.955
48 O -3.30 -0.90 -1.48  H49 0.969, H50 0.970
49 H -3.99 -1.02 -0.82  O48 0.969
50 H -2.97 0.02 -1.55  O48 0.970
51 O -1.93 1.03 1.90  H52 0.964, H53 0.968
52 H -2.32 0.74 1.07  O51 0.964
53 H -2.24 1.94 2.00  O51 0.968

***

Model 2:
DFT (ωB97M-V/def2-TZVPD) results for a 12-piece molecular cluster, C5H34N2O12 overall.

The HOMO energy comes out at -8.53 eV. The value obtained for the HOMO-LUMO gap is 8.71 eV. Its SMILES is C=C(N)C[C@H](N)CO.O.O.O.O.O.O.O.O.O.O.O. The LUMO energy comes out at 0.0068 Ha.

Bonds (Å) are listed after each position.
Geometry (Å):
1 C -1.09 -2.67 -1.35  C2 1.338, H9 1.080, H10 1.088
2 C -1.11 -1.52 -2.02  C1 1.338, N3 1.388, C4 1.502
3 N -1.06 -1.47 -3.41  C2 1.388, H11 1.009, H12 1.010
4 C -1.34 -0.19 -1.36  C2 1.502, C5 1.548, H13 1.100, H14 1.104
5 C -0.20 0.83 -1.57  C4 1.548, N6 1.486, C7 1.525, H15 1.103
6 N 1.12 0.34 -1.11  C5 1.486, H16 1.016, H17 1.010
7 C -0.55 2.11 -0.81  C5 1.525, O8 1.443, H18 1.098, H19 1.094
8 O -0.44 2.04 0.62  C7 1.443, H20 1.002
9 H -0.90 -3.62 -1.83  C1 1.080
10 H -1.27 -2.75 -0.28  C1 1.088
11 H -0.76 -2.33 -3.86  N3 1.009
12 H -0.58 -0.67 -3.81  N3 1.010
13 H -2.30 0.23 -1.70  C4 1.100
14 H -1.53 -0.38 -0.28  C4 1.104
15 H -0.10 1.03 -2.65  C5 1.103
16 H 1.05 0.09 -0.13  N6 1.016
17 H 1.36 -0.50 -1.63  N6 1.010
18 H 0.12 2.95 -1.05  C7 1.098
19 H -1.57 2.44 -1.05  C7 1.094
20 H -0.35 1.10 0.94  O8 1.002
21 O -2.23 -0.75 2.59  H22 0.983, H23 1.007
22 H -2.47 -0.04 3.23  O21 0.983
23 H -2.14 -1.57 3.16  O21 1.007
24 O -2.70 1.50 4.09  H25 0.968, H26 0.987
25 H -2.08 1.74 4.79  O24 0.968
26 H -2.62 2.22 3.42  O24 0.987
27 O 2.68 -2.52 -3.98  H28 0.982, H29 0.962
28 H 2.58 -1.57 -4.17  O27 0.982
29 H 2.43 -2.66 -3.06  O27 0.962
30 O 2.19 2.46 1.19  H31 0.983, H32 0.965
31 H 1.21 2.52 1.15  O30 0.983
32 H 2.40 2.00 0.36  O30 0.965
33 O -2.38 3.28 2.11  H34 0.965, H35 0.983
34 H -3.18 3.25 1.57  O33 0.965
35 H -1.68 2.86 1.56  O33 0.983
36 O 2.99 1.90 -2.73  H37 0.990, H38 0.967
37 H 2.41 1.67 -1.96  O36 0.990
38 H 3.89 1.77 -2.41  O36 0.967
39 O -1.65 -3.07 3.68  H40 0.960, H41 0.980
40 H -2.22 -3.79 3.41  O39 0.960
41 H -0.81 -3.12 3.18  O39 0.980
42 O 0.49 -3.05 2.01  H43 0.965, H44 0.983
43 H 0.62 -3.45 1.14  O42 0.965
44 H 0.44 -2.08 1.82  O42 0.983
45 O 2.05 0.09 -4.49  H46 0.985, H47 0.963
46 H 2.38 0.83 -3.92  O45 0.985
47 H 2.36 0.31 -5.37  O45 0.963
48 O 1.82 0.93 3.38  H49 0.960, H50 0.982
49 H 2.66 0.55 3.66  O48 0.960
50 H 2.01 1.59 2.68  O48 0.982
51 O 0.13 -0.37 1.71  H52 1.034, H53 0.987
52 H -0.81 -0.53 2.11  O51 1.034
53 H 0.69 0.05 2.41  O51 0.987

***

Model 3:
DFT (ωB97M-V/def2-TZVPD) results for a 12-piece molecular cluster, C5H34N2O12 overall.

The HOMO energy comes out at -9.15 eV. The value obtained for the HOMO-LUMO gap is 9.40 eV. Its SMILES is CCN(C)CC(N)=O.O.O.O.O.O.O.O.O.O.O.O. The LUMO energy comes out at 0.0092 Ha.

Bonds (Å) are listed after each position.
Geometry (Å):
1 C -1.59 -3.07 1.36  C2 1.476, H9 1.204, H10 1.181, H11 1.040
2 C -1.93 -1.68 1.71  C1 1.476, N3 1.561, H12 1.087, H13 1.104
3 N -0.86 -0.82 0.96  C2 1.561, C4 1.480, C5 1.496
4 C -0.45 0.29 1.85  N3 1.480, H14 1.129, H15 1.059, H16 1.177
5 C -1.20 -0.48 -0.45  N3 1.496, C6 1.512, H17 1.105, H18 1.206
6 C -0.13 -0.85 -1.46  C5 1.512, N7 1.340, O8 1.266
7 N 1.16 -0.76 -1.10  C6 1.340, H19 0.946, H20 0.986
8 O -0.41 -1.10 -2.67  C6 1.266
9 H -2.33 -3.63 0.60  C1 1.204
10 H -1.58 -3.84 2.26  C1 1.181
11 H -0.69 -3.15 0.84  C1 1.040
12 H -2.93 -1.31 1.51  C2 1.087
13 H -1.72 -1.66 2.79  C2 1.104
14 H -1.01 1.26 1.75  C4 1.129
15 H -0.60 0.02 2.86  C4 1.059
16 H 0.67 0.48 1.54  C4 1.177
17 H -1.40 0.61 -0.49  C5 1.105
18 H -2.29 -0.92 -0.73  C5 1.206
19 H 1.84 -1.13 -1.65  N7 0.946
20 H 1.43 -0.33 -0.26  N7 0.986
21 O 3.30 1.62 -0.51  H22 0.929, H23 0.915
22 H 3.61 1.63 0.36  O21 0.929
23 H 3.86 2.26 -0.85  O21 0.915
24 O 1.75 -2.13 1.57  H25 0.933, H26 0.986
25 H 1.76 -2.89 1.03  O24 0.933
26 H 0.80 -2.04 1.81  O24 0.986
27 O -1.15 2.61 -2.37  H28 0.929, H29 0.937
28 H -0.91 2.37 -3.24  O27 0.929
29 H -0.51 3.29 -2.25  O27 0.937
30 O -0.44 4.82 1.32  H31 0.914, H32 0.944
31 H 0.15 4.36 1.84  O30 0.914
32 H -1.18 4.27 1.10  O30 0.944
33 O -0.66 -3.98 -2.31  H34 1.028, H35 1.032
34 H -1.68 -3.99 -2.21  O33 1.028
35 H -0.39 -2.98 -2.25  O33 1.032
36 O -3.48 2.17 -0.30  H37 1.076, H38 0.939
37 H -4.17 2.95 -0.04  O36 1.076
38 H -3.46 1.93 -1.21  O36 0.939
39 O 0.94 -4.24 -0.11  H40 1.045, H41 0.931
40 H 0.43 -4.07 -1.00  O39 1.045
41 H 0.47 -4.96 0.25  O39 0.931
42 O 3.47 2.08 2.65  H43 0.945, H44 0.997
43 H 3.86 1.30 2.28  O42 0.945
44 H 2.64 1.93 3.18  O42 0.997
45 O -3.26 0.86 -2.85  H46 0.977, H47 0.981
46 H -3.16 1.18 -3.76  O45 0.977
47 H -2.39 0.63 -2.44  O45 0.981
48 O 4.02 -0.13 1.39  H49 0.922, H50 0.952
49 H 3.41 -0.70 1.00  O48 0.922
50 H 4.32 -0.58 2.17  O48 0.952
51 O 1.34 4.25 -2.21  H52 0.973, H53 0.922
52 H 1.71 3.49 -1.74  O51 0.973
53 H 0.98 4.74 -1.51  O51 0.922

***

Most stable one: model 2, least stable one: model 3.